Density functional theory data (ωB97M-V/def2-TZVPD) for 6 unconnected molecules or ions with the total composition C21H59N5O6 at a distorted geometry.

Results
**Total charge**: +3
**F_max**: 4.700 eV Å⁻¹
**Expectation value of S²**: 0.754
**E_LUMO (alpha / beta)**: -7.214 / -7.222 eV
**Kohn-Sham gap (alpha / beta)**: 2.95 / 7.08 eV
**Multiplicity**: 2

```
91
C21H59N5O6 | the Open Molecules 2025 dataset | ωB97M-V/def2-TZVPD
O -0.925 -23.051 -0.137
H -0.334 -22.805 -0.875
C 0.715 -26.454 1.141
C -0.759 -26.635 0.858
O -1.331 -27.516 1.472
N -1.495 -25.793 -0.162
H -1.223 -24.822 -0.111
H -1.142 -26.127 -1.048
C -2.983 -26.058 -0.218
H 1.198 -26.175 0.205
H 1.206 -27.323 1.580
H 0.808 -25.537 1.722
H -3.266 -27.101 -0.364
H -3.442 -25.462 -1.007
H -3.507 -25.782 0.697
C -0.412 -19.264 0.236
C 0.463 -19.926 1.248
O 0.649 -19.359 2.354
N 1.063 -21.331 0.975
H 0.423 -21.766 0.326
H 1.915 -21.202 0.446
C 1.367 -22.307 2.195
H -1.195 -19.988 0.008
H 0.203 -19.168 -0.659
H -0.789 -18.363 0.721
H 1.999 -21.725 2.865
H 1.853 -23.191 1.782
H 0.420 -22.592 2.654
C -5.021 -19.919 -1.981
N -4.237 -19.966 -3.401
C -5.241 -19.498 -4.470
C -3.007 -19.070 -3.230
C -3.810 -21.452 -3.646
C -3.268 -22.217 -2.391
O -2.099 -21.689 -1.986
H -5.722 -20.750 -2.066
H -5.505 -18.956 -1.821
H -4.267 -20.088 -1.213
H -6.022 -20.252 -4.371
H -4.435 -19.688 -5.180
H -5.537 -18.478 -4.224
H -2.529 -19.231 -2.263
H -3.234 -18.025 -3.443
H -2.327 -19.390 -4.019
H -3.115 -21.459 -4.486
H -4.669 -22.046 -3.957
H -2.987 -23.200 -2.770
H -3.924 -22.207 -1.521
H -1.915 -22.270 -1.245
C 0.053 -21.781 -5.073
N 1.403 -22.494 -4.553
C 2.546 -21.535 -4.963
C 1.148 -22.625 -3.034
C 1.591 -23.854 -5.229
C 2.581 -24.831 -4.570
O 3.913 -24.385 -4.468
H -0.703 -22.564 -5.008
H 0.201 -21.527 -6.122
H -0.112 -20.920 -4.426
H 2.950 -21.634 -5.971
H 3.387 -21.965 -4.418
H 2.438 -20.505 -4.623
H 0.605 -23.555 -2.864
H 0.578 -21.778 -2.651
H 2.148 -22.675 -2.604
H 1.915 -23.717 -6.261
H 0.611 -24.327 -5.296
H 2.654 -25.772 -5.115
H 2.338 -25.085 -3.539
H 4.441 -24.924 -5.061
C -5.292 -19.900 4.778
N -4.036 -20.260 3.903
C -3.362 -18.990 3.439
C -2.940 -21.095 4.686
C -4.491 -21.038 2.590
C -3.400 -21.455 1.594
O -2.335 -22.268 2.026
H -4.953 -19.498 5.733
H -5.690 -20.915 4.802
H -5.889 -19.204 4.190
H -2.434 -19.243 2.927
H -3.036 -18.369 4.273
H -3.961 -18.454 2.703
H -1.967 -20.938 4.222
H -3.267 -22.130 4.580
H -2.896 -20.754 5.721
H -5.228 -20.361 2.158
H -5.036 -21.900 2.975
H -2.915 -20.571 1.179
H -3.753 -21.835 0.636
H -1.777 -22.483 1.275
```

---

Density functional theory data (ωB97M-V/def2-TZVPD) for a molecular structure, C21H60Be2N4O11 at a distorted geometry.

Results
**Total charge**: +2
**F_max**: 2.388 eV Å⁻¹
**E_LUMO**: -11.266 eV
**Kohn-Sham gap**: 1.44 eV
**Energy above the lowest of the compared OMol25 structures with the same formula, charge and spin**: 16.993 eV

```
98
C21H60Be2N4O11 | the Open Molecules 2025 dataset | ωB97M-V/def2-TZVPD
Be -0.700 2.120 6.245
Be 2.094 -0.844 -1.681
C -1.212 1.263 1.434
O -1.917 2.110 2.038
O -0.160 0.908 1.943
O -1.521 0.838 0.329
C -2.939 -4.083 7.025
C -2.889 -2.558 6.758
C -4.155 -1.931 7.405
O -4.120 -0.453 7.359
C -5.378 0.180 7.605
N -1.648 -2.056 7.309
H -3.777 -4.478 6.451
H -2.915 -4.304 8.092
H -2.061 -4.553 6.581
H -2.918 -2.342 5.690
H -4.196 -2.122 8.477
H -5.088 -2.283 6.964
H -5.976 -0.313 8.371
H -6.006 0.271 6.719
H -5.285 1.223 7.908
H -0.890 -2.612 6.939
H -1.599 -2.361 8.271
C 2.820 -5.738 -3.971
C 1.350 -5.602 -3.572
C 1.140 -6.042 -2.077
O 1.599 -5.046 -1.221
C 1.291 -5.332 0.182
N 0.970 -4.203 -3.858
H 3.460 -5.394 -3.159
H 3.167 -5.257 -4.886
H 3.099 -6.784 -4.095
H 0.683 -6.256 -4.133
H 1.578 -6.989 -1.761
H 0.089 -6.122 -1.803
H 0.320 -5.799 0.346
H 1.310 -4.408 0.760
H 2.022 -6.029 0.593
H 1.150 -3.962 -4.822
H -0.034 -4.256 -3.954
C 1.287 4.708 -5.826
C 2.002 3.768 -4.827
C 2.196 4.375 -3.424
O 2.836 3.525 -2.542
C 3.095 4.112 -1.285
N 1.166 2.575 -4.715
H 1.226 4.153 -6.762
H 1.882 5.615 -5.933
H 0.294 5.036 -5.521
H 2.928 3.441 -5.301
H 1.190 4.533 -3.036
H 2.716 5.333 -3.446
H 3.765 4.967 -1.373
H 3.471 3.355 -0.597
H 2.193 4.539 -0.846
H 0.951 2.239 -5.643
H 0.266 2.970 -4.481
C 8.445 -1.228 0.652
C 7.379 -0.871 -0.365
C 7.664 -1.344 -1.811
O 6.560 -0.858 -2.566
C 6.845 -0.888 -3.960
N 6.176 -1.494 0.135
H 8.493 -2.299 0.850
H 8.259 -0.756 1.616
H 9.452 -0.863 0.451
H 7.329 0.217 -0.403
H 7.749 -2.430 -1.851
H 8.614 -0.902 -2.112
H 5.975 -0.668 -4.578
H 7.276 -1.822 -4.321
H 7.548 -0.061 -4.066
H 6.407 -2.472 0.231
H 6.023 -1.173 1.080
C -8.094 3.054 1.565
O -7.215 3.956 2.205
H -9.065 3.253 2.019
H -8.130 3.294 0.503
H -7.826 2.002 1.657
H -6.377 3.527 2.019
C -2.107 8.107 0.484
O -1.590 7.372 1.615
H -3.188 8.033 0.367
H -1.974 9.171 0.683
H -1.653 7.879 -0.480
H -1.900 6.478 1.450
C -5.177 -3.571 0.227
O -5.462 -2.445 -0.537
H -5.952 -4.317 0.048
H -4.170 -3.989 0.224
H -5.355 -3.171 1.225
H -4.701 -1.860 -0.560
C -5.342 4.452 -3.645
O -4.035 3.860 -3.663
H -5.523 5.346 -4.243
H -6.160 3.761 -3.850
H -5.554 4.785 -2.629
H -3.863 3.292 -2.909
```

---

Density functional theory data (ωB97M-V/def2-TZVPD) for a molecular structure, C21H60CaF3O23S at a distorted geometry.

Results
**Total charge**: +1
**F_max**: 3.673 eV Å⁻¹
**E_LUMO**: -4.221 eV
**Kohn-Sham gap**: 7.00 eV

```
109
C21H60CaF3O23S | the Open Molecules 2025 dataset | ωB97M-V/def2-TZVPD
Ca -4.608 -1.979 0.098
C -0.480 0.390 0.216
F -1.529 1.208 0.511
F 0.348 0.950 -0.609
F 0.155 0.304 1.380
S -1.065 -1.408 -0.479
O -2.382 -1.541 0.189
O -1.072 -1.295 -1.939
O -0.055 -2.327 0.077
C 3.910 2.668 -0.045
C 3.922 1.387 -0.878
O 3.521 1.874 -2.211
O 4.502 3.701 -0.749
H 4.433 2.479 0.893
H 2.897 2.890 0.289
H 3.232 0.641 -0.483
H 4.893 0.892 -0.899
H 2.566 1.959 -2.258
H 4.058 3.620 -1.596
C -0.895 -2.165 3.592
C -0.103 -1.838 4.902
O 0.196 -0.477 4.804
O -2.095 -1.412 3.458
H -1.145 -3.226 3.573
H -0.189 -2.067 2.767
H 0.777 -2.479 4.938
H -0.679 -2.082 5.795
H 0.446 -0.040 5.622
H -1.863 -0.480 3.453
C 4.207 2.683 3.880
C 3.118 1.580 4.283
O 2.015 1.629 3.326
O 3.693 4.019 3.939
H 4.615 2.526 2.882
H 5.087 2.577 4.516
H 2.906 1.784 5.332
H 3.398 0.528 4.233
H 1.381 0.909 3.357
H 2.906 4.120 3.398
C -4.644 1.247 0.528
C -5.795 0.653 1.311
O -5.412 -0.579 1.826
O -4.448 0.365 -0.518
H -3.698 1.291 1.068
H -4.780 2.282 0.214
H -6.638 0.505 0.635
H -6.206 1.291 2.094
H -5.984 -0.698 2.588
H -4.238 0.908 -1.281
C 4.200 -1.948 2.337
C 2.764 -2.220 2.756
O 2.314 -3.530 2.395
O 4.689 -2.451 1.077
H 4.791 -2.512 3.059
H 4.443 -0.919 2.604
H 2.239 -1.433 2.214
H 2.573 -2.102 3.823
H 2.629 -3.718 1.507
H 4.251 -2.087 0.304
C -3.031 -4.290 -1.660
C -3.979 -3.386 -2.494
O -3.829 -2.006 -2.241
O -3.370 -4.020 -0.372
H -1.949 -4.156 -1.676
H -3.200 -5.348 -1.862
H -5.019 -3.661 -2.319
H -3.814 -3.586 -3.552
H -2.908 -1.789 -2.401
H -2.826 -4.660 0.094
C -1.097 3.957 -3.251
C 0.053 3.068 -3.694
O 0.978 2.868 -2.675
O -0.974 5.318 -3.580
H -1.377 3.864 -2.202
H -1.826 3.626 -3.990
H 0.541 3.360 -4.624
H -0.274 2.045 -3.879
H 1.309 3.743 -2.458
H -1.847 5.712 -3.646
C -0.097 4.437 3.535
C -1.139 3.329 3.142
O -1.893 3.820 2.040
O 0.826 4.826 2.543
H 0.507 4.132 4.390
H -0.521 5.346 3.961
H -1.709 3.116 4.046
H -0.736 2.323 3.028
H -1.529 3.391 1.262
H 0.814 4.206 1.810
C -1.073 -1.555 -7.146
C -0.816 -1.017 -5.734
O -1.578 -1.638 -4.657
O -2.377 -1.248 -7.680
H -0.999 -2.640 -7.222
H -0.361 -1.191 -7.887
H -1.037 0.049 -5.771
H 0.250 -1.094 -5.519
H -1.280 -1.199 -3.857
H -3.029 -1.721 -7.157
C 1.882 -4.175 -2.193
C 2.252 -2.749 -2.143
O 2.441 -2.162 -0.823
O 0.518 -4.194 -1.916
H 2.321 -4.879 -1.486
H 2.036 -4.465 -3.233
H 1.492 -2.104 -2.584
H 3.104 -2.651 -2.815
H 1.558 -2.100 -0.452
H 0.539 -3.695 -1.096
```

---

Density functional theory data (ωB97M-V/def2-TZVPD) for a molecular structure, C21H61CuF4N5O17S4 at a distorted geometry.

Results
**Total charge**: -3
**F_max**: 9.804 eV Å⁻¹
**Expectation value of S²**: 2.019
**E_LUMO (alpha / beta)**: 5.358 / 5.396 eV
**Kohn-Sham gap (alpha / beta)**: 1.83 / 6.38 eV
**Multiplicity**: 3

```
113
C21H61CuF4N5O17S4 | the Open Molecules 2025 dataset | ωB97M-V/def2-TZVPD
Cu -1.499 -2.459 1.948
N -0.922 -0.909 0.767
S -1.302 0.386 0.123
O -1.924 0.313 -1.230
O -0.535 1.599 0.432
F -2.647 0.545 1.046
S 0.619 -0.978 0.024
O 1.759 -0.480 0.815
O 0.780 -0.760 -1.431
F 0.718 -2.571 0.049
N -4.281 -3.624 -2.073
S -3.485 -2.928 -3.172
O -4.112 -1.766 -3.738
O -2.554 -3.730 -4.028
F -2.373 -2.218 -2.244
S -5.129 -4.648 -3.173
O -4.481 -5.937 -3.442
O -5.987 -4.136 -4.206
F -6.266 -5.153 -2.115
O -3.747 -2.241 1.928
H -3.808 -1.339 1.557
O -1.963 -3.659 0.153
H -1.458 -3.505 -0.669
C -2.900 2.362 -4.294
C -3.258 1.597 -5.592
C -2.126 0.814 -6.139
O -4.381 0.720 -5.254
H -2.071 3.009 -4.582
H -2.525 1.700 -3.513
H -3.755 2.939 -3.942
H -3.661 2.241 -6.374
H -1.384 1.569 -6.396
H -2.420 0.218 -7.003
H -1.783 0.090 -5.400
H -4.161 0.092 -4.562
C -2.066 4.310 -1.358
C -0.762 5.049 -1.753
C 0.465 4.392 -1.030
O -0.371 4.806 -3.106
H -2.863 4.915 -1.791
H -2.182 4.199 -0.279
H -1.994 3.288 -1.731
H -0.863 6.118 -1.562
H 1.466 4.639 -1.384
H 0.299 3.325 -0.884
H 0.543 4.869 -0.053
H -0.229 3.876 -3.296
C 0.232 -2.368 -6.106
C 0.285 -2.156 -4.587
C 1.014 -3.288 -3.964
O 0.765 -0.880 -4.200
H -0.351 -3.214 -6.469
H 1.243 -2.502 -6.489
H -0.224 -1.516 -6.611
H -0.734 -2.164 -4.198
H 2.072 -3.347 -4.221
H 0.408 -4.193 -3.987
H 0.885 -3.100 -2.899
H 0.412 -0.756 -3.316
O -4.435 -1.090 -0.677
H -3.840 -0.513 -1.156
H -5.278 -0.983 -1.117
C -1.762 2.550 3.937
C -0.835 3.681 3.608
C 0.575 3.230 3.896
O 0.761 2.811 5.323
C 0.946 3.807 6.313
N -0.938 4.029 2.160
H -1.558 1.612 3.419
H -2.774 2.836 3.650
H -1.622 2.406 5.009
H -1.109 4.559 4.192
H 1.283 4.031 3.684
H 0.783 2.419 3.198
H 1.110 4.813 5.926
H 1.739 3.651 7.044
H 0.057 3.825 6.943
H -0.671 3.182 1.679
H -1.932 4.164 2.046
C 0.038 -0.266 5.445
C -0.042 -1.025 4.090
C 0.920 -2.238 3.981
O 0.524 -2.969 2.843
C 1.226 -4.165 2.582
N -1.437 -1.461 3.955
H 1.006 0.234 5.477
H 0.104 -0.863 6.355
H -0.766 0.470 5.460
H 0.175 -0.311 3.295
H 0.982 -2.816 4.903
H 1.957 -1.917 3.880
H 2.212 -3.874 2.219
H 0.655 -4.840 1.944
H 1.469 -4.698 3.501
H -1.608 -2.020 4.779
H -2.016 -0.666 4.181
C 7.789 0.193 2.660
C 7.023 -0.321 1.403
C 6.358 -1.674 1.688
O 6.046 -2.325 0.463
C 4.700 -2.037 0.006
N 6.076 0.711 1.021
H 8.366 1.089 2.431
H 8.422 -0.616 3.025
H 6.967 0.455 3.325
H 7.818 -0.509 0.682
H 5.420 -1.439 2.190
H 6.881 -2.266 2.439
H 4.542 -2.233 -1.055
H 4.469 -0.976 0.097
H 3.925 -2.477 0.633
H 5.418 0.956 1.748
H 5.454 0.417 0.282
```

---

Q: Number 3 is which compound?
A: C21H60CaF3O23S

---

Q: Which of these has the lowest total charge?
A: C21H61CuF4N5O17S4

---

Q: Which value of F_max does entry 4 give?
A: 9.804 eV Å⁻¹

---

Q: Which of these has the lowest F_max?
A: C21H60Be2N4O11